{"formula": "C34H39Cl6F6MnN7O2P", "method": "the ωB97M-V functional and the def2-TZVPD basis", "charge": 1, "energy_ha": -6705.3521, "lumo_energy_ev": [-3.73, -4.44], "spin_multiplicity": 6, "s2": 8.756, "species": ["Mn", "Cl", "Cl", "Cl", "Cl", "Cl", "Cl", "P", "F", "F", "F", "F", "F", "F", "O", "O", "N", "N", "N", "N", "N", "N", "N", "C", "C", "C", "C", "C", "C", "C", "C", "C", "C", "C", "C", "C", "C", "C", "C", "C", "C", "C", "C", "C", "C", "C", "C", "C", "C", "C", "C", "C", "C", "C", "C", "C", "C", "H", "H", "H", "H", "H", "H", "H", "H", "H", "H", "H", "H", "H", "H", "H", "H", "H", "H", "H", "H", "H", "H", "H", "H", "H", "H", "H", "H", "H", "H", "H", "H", "H", "H", "H", "H", "H", "H", "H"], "positions_angstrom": [[13.03522, -36.26446, -19.69598], [6.34499, -36.21707, -22.94492], [8.35504, -40.70832, -20.14202], [6.49315, -39.13768, -18.48662], [6.42358, -34.80424, -19.58164], [6.63936, -35.72326, -25.90575], [8.49882, -34.30660, -17.53857], [10.74348, -36.59947, -22.63204], [9.89234, -36.73245, -23.97688], [11.67524, -37.88859, -23.11184], [9.69827, -37.45299, -21.79268], [9.88660, -35.29147, -22.19557], [11.84982, -35.68392, -23.47694], [11.64818, -36.49649, -21.24914], [8.24653, -33.17486, -22.27385], [6.56192, -32.71288, -23.60856], [14.56235, -35.87884, -21.13423], [7.73497, -32.91702, -23.38454], [13.33795, -38.40940, -19.96923], [14.73307, -39.31373, -25.12030], [11.31182, -37.07735, -29.23861], [12.25990, -34.33104, -19.59967], [8.89598, -43.06233, -24.14476], [13.56729, -41.27633, -20.21366], [8.64865, -33.07040, -24.53183], [10.92597, -36.25358, -28.24403], [10.80897, -41.05019, -24.65119], [11.03304, -31.81797, -19.19691], [11.82715, -33.48326, -20.59480], [16.83473, -35.43965, -22.83655], [9.99726, -40.97506, -23.53029], [15.62366, -35.02360, -20.79631], [15.81687, -36.23901, -23.26000], [6.60901, -36.95771, -24.61677], [10.58610, -42.06727, -25.56013], [8.19196, -35.06390, -19.18046], [14.63443, -40.46862, -19.82676], [14.34617, -40.03909, -24.05722], [11.22485, -36.48752, -26.94411], [9.03467, -42.00355, -23.28548], [8.02834, -39.22516, -19.29157], [11.89558, -38.26963, -28.90018], [12.27215, -39.23320, -20.27559], [14.49614, -39.09046, -19.73751], [12.19198, -33.72529, -18.36967], [14.73811, -36.46106, -22.36543], [16.78134, -34.82688, -21.58157], [9.67641, -43.07196, -25.24656], [12.19885, -38.63172, -27.55538], [14.95092, -41.20288, -23.68053], [16.45133, -40.93429, -25.53885], [15.71530, -39.80573, -25.86791], [11.59360, -32.49025, -18.12028], [16.08004, -41.65496, -24.42683], [11.80989, -37.68513, -26.56332], [12.39567, -40.56523, -20.50100], [11.28798, -32.24466, -20.49501], [8.03723, -38.47957, -20.08663], [7.51117, -37.56759, -24.56934], [11.36775, -38.71261, -20.55391], [8.35462, -36.14136, -19.15366], [13.67312, -42.33828, -20.37938], [12.61984, -34.24624, -17.52590], [8.82522, -38.94472, -18.60278], [13.54655, -39.58414, -23.49151], [9.67048, -32.92163, -24.18280], [15.61986, -40.90626, -19.76528], [14.59659, -41.72701, -22.80523], [9.61099, -43.93794, -25.88859], [10.44048, -30.93587, -19.00413], [11.03131, -31.68397, -21.38166], [12.10536, -38.91510, -29.74028], [16.01167, -39.24168, -26.73993], [10.95294, -35.78615, -26.16917], [13.85778, -37.01969, -22.64714], [16.55383, -42.59035, -24.16807], [11.53945, -41.10004, -20.88477], [8.43556, -42.08902, -22.39097], [12.00030, -37.93982, -25.53120], [15.39287, -38.50620, -19.59289], [17.53883, -34.11451, -21.28980], [15.59423, -34.57707, -19.81338], [17.19214, -41.38829, -26.18032], [8.80537, -34.55025, -19.92074], [11.50974, -40.25551, -24.86052], [17.63203, -35.17732, -23.51616], [11.59219, -32.08685, -17.11844], [11.07143, -42.11828, -26.52360], [12.67013, -39.58118, -27.34846], [5.85667, -37.70352, -24.87336], [10.51575, -35.34155, -28.65185], [11.88674, -33.85602, -21.60668], [15.79705, -36.73094, -24.22126], [10.28965, -40.18772, -22.85132], [8.32919, -32.37454, -25.30760], [8.47879, -34.11040, -24.81051]], "atomic_forces_ev_per_a": [[0.0, -0.5, -1.2], [0.2, -0.7, -1.5], [0.2, -0.8, 0.1], [-0.4, -0.2, 0.3], [1.4, -0.3, 0.1], [0.1, -0.6, 0.6], [0.1, -0.7, -1.0], [-0.7, 0.8, -3.3], [-0.1, -0.2, 0.3], [-0.8, 0.2, 1.3], [0.3, -1.2, 0.1], [1.3, -0.2, -0.1], [-0.7, 0.0, 1.5], [0.5, 0.3, 0.2], [-1.1, 0.9, -1.2], [0.7, 0.1, 0.4], [3.7, 1.3, -1.5], [0.4, -0.9, 1.5], [-0.2, -2.1, 1.0], [0.0, -0.2, -0.2], [0.2, -1.7, 0.7], [-0.8, 3.0, 1.3], [0.8, 1.2, 0.4], [0.0, 1.8, -0.1], [0.0, 0.1, -0.1], [1.1, -0.3, -2.5], [-0.9, 0.1, -0.5], [0.1, 0.9, 0.3], [0.9, -2.4, -1.4], [0.5, 0.9, 0.1], [-0.1, -1.2, 0.5], [0.3, -1.2, -0.5], [-1.6, -0.8, 1.3], [-0.1, -0.3, 0.6], [-0.1, -0.4, -0.1], [-1.4, 0.7, 0.4], [0.1, -0.4, -0.5], [0.2, 1.0, -0.4], [-0.2, -0.3, 1.8], [1.4, -0.5, -1.7], [0.5, 1.5, -0.7], [-0.4, 1.5, 1.1], [1.0, 2.1, -0.6], [-0.4, 0.5, -0.5], [-0.1, 0.1, -0.2], [-0.8, 0.6, 0.5], [-1.9, -0.2, 0.2], [-0.3, 0.5, 0.9], [-1.3, 1.8, -0.9], [1.4, -0.7, -0.3], [-0.3, -1.0, 0.1], [0.4, 0.4, 0.2], [0.3, -0.9, -0.7], [-1.7, 0.3, 0.8], [0.9, -1.5, -1.2], [-0.3, -1.9, 0.3], [-0.4, 0.2, 1.4], [-0.2, 0.1, 0.1], [0.4, 0.8, 0.0], [-0.2, -0.1, 0.2], [0.1, 0.3, 0.2], [-0.1, 0.0, 0.1], [0.0, -0.3, 0.1], [-0.1, -0.5, 0.1], [-0.3, -0.2, 0.2], [-0.2, 0.0, -0.1], [0.1, 0.1, 0.4], [0.0, -0.2, 0.0], [-0.3, -0.1, -0.1], [0.1, 0.2, -0.1], [-0.2, -0.1, 0.1], [0.2, -0.1, 0.0], [-0.2, 0.2, -0.2], [-0.1, 0.1, 0.0], [0.2, -0.4, -0.4], [0.2, 0.0, 0.0], [-0.2, 0.0, 0.1], [-0.1, 0.4, -0.1], [0.0, 0.3, 0.1], [0.0, 0.2, 0.2], [0.0, -0.1, 0.3], [-0.3, 0.2, 0.1], [0.2, 0.5, -0.2], [-0.2, -0.1, 0.1], [0.2, 0.0, 0.0], [0.2, -0.2, 0.0], [-0.2, -0.1, 0.0], [0.3, 0.0, 0.1], [0.0, 0.0, 0.2], [-0.5, 0.6, 0.4], [-0.3, 0.3, 0.5], [0.3, -0.5, 0.0], [-0.1, 0.0, 0.0], [-0.7, 0.1, 0.4], [0.1, -0.2, 0.0], [0.2, 0.1, -0.3]]}

---

{"formula": "C34H39F26N4O7S2Si", "method": "the ωB97M-V functional and the def2-TZVPD basis", "charge": 1, "energy_ha": -5746.0974, "lumo_energy_ev": -5.74, "species": ["S", "S", "Si", "F", "F", "F", "F", "F", "F", "F", "F", "F", "F", "F", "F", "F", "F", "F", "F", "F", "F", "F", "F", "F", "F", "F", "F", "F", "F", "O", "O", "O", "O", "O", "O", "O", "N", "N", "N", "N", "C", "C", "C", "C", "C", "C", "C", "C", "C", "C", "C", "C", "C", "C", "C", "C", "C", "C", "C", "C", "C", "C", "C", "C", "C", "C", "C", "C", "C", "C", "C", "C", "C", "C", "H", "H", "H", "H", "H", "H", "H", "H", "H", "H", "H", "H", "H", "H", "H", "H", "H", "H", "H", "H", "H", "H", "H", "H", "H", "H", "H", "H", "H", "H", "H", "H", "H", "H", "H", "H", "H", "H", "H"], "positions_angstrom": [[-5.05206, -2.97599, -1.79121], [4.24644, -0.40590, -4.52770], [-4.15201, 2.28304, -2.88235], [5.00342, 4.33933, 3.98008], [-1.99746, -2.80780, 4.22710], [-4.17641, -4.08260, 5.23452], [10.01355, -0.09651, 4.80675], [-4.85954, -1.80883, 6.64573], [8.80777, -1.68804, 6.90388], [3.78764, 0.68643, -0.94908], [7.08442, 4.05329, 2.08502], [6.52822, -0.95161, 3.33690], [-3.85163, -1.27827, 4.80003], [-1.12286, -1.74334, 2.54087], [-6.32305, -3.76028, 5.37077], [1.65179, 1.91367, 0.27876], [5.12436, 4.27501, 1.18839], [10.03671, -0.61531, 8.33003], [7.60691, 1.16528, 4.74524], [8.09547, -1.64778, 4.66468], [4.08902, 2.50860, 3.23599], [-3.90896, -1.53333, 2.46451], [-8.49060, 0.47588, -2.08835], [3.94236, 0.69101, 1.22038], [5.54003, 0.73881, 5.27119], [11.40977, -1.30950, 5.95592], [-7.82684, -0.93437, -0.23953], [2.95515, 3.37129, 1.21714], [-3.15014, -2.77311, 0.85763], [1.45674, 2.22554, -2.93676], [6.13273, 2.24258, 1.21645], [-4.14427, -3.78778, 2.56671], [-0.88470, -2.68657, -3.03061], [8.52080, 0.54429, 7.19152], [-2.68521, -4.22324, -3.47617], [1.28499, -0.10232, -3.85944], [-6.70269, -3.50190, -3.84918], [-7.32693, -1.56909, -2.61107], [-6.44100, -2.61996, -2.78767], [-7.86753, -3.07079, -4.51120], [-3.28334, -2.70713, 2.21183], [5.39654, 2.09642, -0.00052], [9.46545, -0.52045, 7.09690], [-0.60607, -1.33159, -2.53000], [-7.41360, -0.45853, -1.58803], [3.62257, 1.25816, -3.90981], [-2.32955, -3.00974, -2.97268], [-1.90355, -2.80612, 2.87249], [2.00500, 1.15133, -3.51120], [6.86057, -1.09667, 4.64808], [-2.91809, 1.72938, -1.49175], [7.17408, 0.19947, 6.85718], [5.87533, 3.44117, 1.94589], [-3.51457, -2.03183, -2.40174], [6.81633, 0.24838, 5.36438], [-5.86929, 1.35080, -2.79492], [10.54880, -0.26072, 6.04382], [-3.42973, 1.82755, -4.65056], [2.02773, -2.08483, -2.30466], [-4.56905, 1.78084, -5.86513], [-2.50602, 1.00146, -7.67048], [-4.38697, 4.20242, -2.65033], [-4.08544, 1.37189, -7.38097], [5.26811, 3.17572, 3.32824], [3.98530, 1.50511, 0.13205], [-1.85010, 1.48068, -4.93709], [-8.31843, -1.83390, -3.74736], [2.85824, 2.53131, 0.16167], [0.96423, -0.86788, -2.60942], [-6.06197, 0.45613, -1.43438], [-5.17684, -3.26952, 4.80198], [-4.98013, -1.83901, 5.29101], [-1.38047, 1.06474, -6.46693], [-5.32689, -3.41931, 3.28084], [-5.12200, -0.15833, -1.10355], [-5.18568, 4.67260, -3.36504], [6.15511, -1.80651, 5.09006], [4.26750, 1.54789, -2.95507], [2.98183, -1.56960, -1.81435], [2.83637, 3.12527, -0.75682], [6.85895, -0.73650, 7.33452], [-0.98855, -1.26700, -1.40312], [11.12365, 0.63783, 6.28396], [-3.78493, -1.26452, -3.26071], [-3.18466, -1.36805, -1.46584], [5.94444, 2.58007, 3.94736], [3.79253, 2.07219, -4.74384], [-0.26920, 0.77644, -6.70293], [-3.41188, 1.10722, -0.62753], [-9.27052, -1.16936, -3.94912], [1.11970, -0.07394, -1.73155], [-5.93968, 0.60349, -3.72286], [-6.01318, -4.25977, 3.11776], [-3.36804, 4.80416, -2.72497], [5.41353, 3.01250, -0.60361], [5.98181, 1.37519, -0.58469], [-1.38696, -3.72096, 2.56965], [-5.69950, 2.03366, -5.64010], [-2.03932, 1.08124, -1.92982], [-2.23262, 0.68012, -8.78421], [-5.83069, -1.20574, 5.02190], [-5.83354, -2.56146, 2.82191], [-4.93388, 1.32964, -8.21434], [4.83337, -1.03635, -3.39108], [-1.07231, 1.51075, -4.05968], [-6.71956, 2.15576, -2.97092], [2.26841, -2.68680, -3.27908], [6.56838, 0.97215, 7.34714], [-4.78266, 4.38820, -1.54440], [-6.27461, 1.22368, -0.54496], [-1.24928, -0.58368, -3.15943], [-2.39632, 2.66050, -0.95686], [1.53136, -2.75747, -1.45802]], "atomic_forces_ev_per_a": [[0.9, 0.3, 0.1], [0.6, 0.3, 0.9], [1.0, 0.6, -0.5], [0.3, 0.0, -0.5], [-0.1, -0.2, -0.8], [-0.2, 0.5, -0.1], [0.1, 0.1, 0.6], [-0.2, -0.3, -0.3], [0.8, 0.2, 0.2], [-0.2, 0.2, -0.2], [-0.7, -0.4, 0.4], [-0.1, 0.3, 0.2], [-0.3, -0.1, 0.3], [-0.5, -0.1, -0.3], [0.1, 0.6, -0.3], [0.2, -0.3, -0.1], [0.5, 0.1, 0.7], [0.2, 0.2, -0.8], [-0.1, -0.3, 0.0], [-0.6, 0.2, -0.2], [0.5, 0.1, -0.1], [0.8, -0.2, -0.7], [2.9, -3.6, 1.4], [-0.2, 0.4, -0.4], [0.0, -0.5, 0.0], [-0.4, 0.1, 0.4], [0.9, 0.8, -4.5], [-0.3, -0.5, -0.4], [0.4, 0.0, 0.1], [2.7, -7.1, -3.4], [-1.3, 1.2, 0.6], [1.2, 1.7, 0.2], [-4.2, 0.6, 0.8], [0.7, -1.5, -1.0], [2.2, 8.3, 3.5], [1.3, 2.3, 2.3], [-3.4, 4.6, 1.0], [-3.9, -2.5, -5.1], [0.5, -0.8, -1.5], [1.6, 3.9, 5.3], [-2.1, -0.7, 0.2], [1.0, -0.2, -0.4], [-1.6, 0.3, 1.4], [-0.3, 1.7, 0.4], [-0.2, 2.9, 2.4], [-0.2, -0.2, 0.7], [-0.1, -6.9, -3.1], [0.9, -0.1, 0.8], [-1.5, 4.4, 1.9], [-0.1, -0.7, -0.9], [1.3, -0.3, 1.2], [-0.3, 0.5, 1.0], [1.0, -0.2, -1.7], [1.0, 1.8, -0.4], [0.5, 0.7, 0.3], [-0.9, -1.1, -0.6], [0.7, 0.1, -0.8], [0.9, -1.1, -3.7], [-0.5, 0.8, 0.5], [4.5, -1.2, -1.4], [-1.3, 1.0, 3.3], [-0.4, 1.0, 0.8], [2.0, 0.2, 3.4], [-0.3, -0.3, 0.9], [0.6, -0.4, 1.1], [-3.0, -0.3, -3.5], [2.9, -2.0, 0.8], [-0.9, 0.5, 0.0], [0.2, 0.1, 1.9], [-0.9, 1.2, 0.3], [0.4, -1.0, 0.1], [0.1, 0.7, 1.1], [-4.2, 0.7, 0.6], [-0.8, -0.6, -0.6], [-2.0, 0.9, -0.9], [1.6, -0.8, 1.2], [0.0, 0.1, 0.2], [-1.8, -0.4, -2.1], [-2.0, -1.3, -1.3], [0.1, -0.1, -0.1], [0.2, 0.1, -0.4], [1.2, -0.1, -2.3], [-0.2, 0.0, 0.2], [0.4, -1.6, 1.6], [-0.6, -1.6, -2.0], [0.1, 0.2, -0.3], [-0.6, -1.8, 1.7], [-2.5, 0.7, 0.6], [0.9, 1.1, -1.6], [2.3, -1.5, 0.5], [-0.7, -1.8, -1.7], [0.3, 1.6, 1.8], [0.3, 0.0, 0.2], [-2.1, -1.4, 0.0], [-0.3, -0.1, 0.3], [-0.2, -0.1, 0.3], [-0.2, 0.0, -0.1], [2.6, -0.5, -0.6], [-1.7, 1.2, 0.9], [-0.5, 0.8, 2.8], [-0.1, -0.1, -0.1], [0.3, 0.0, 0.3], [2.3, 0.1, 1.8], [-0.9, 1.3, -1.1], [-1.6, 0.0, -2.0], [1.5, -1.8, 0.7], [-0.4, 1.2, 2.1], [0.2, 0.0, -0.3], [0.8, -0.4, -2.2], [0.2, -2.0, -1.8], [1.3, -1.2, 1.1], [-1.2, -2.0, -1.3], [1.1, 1.3, -2.0]]}

---

Q: Which value of charge does entry 2 give?
A: +1

---

Q: Which formula does entry 2 have?
A: C34H39F26N4O7S2Si

---

Q: What is the charge in the first record?
A: +1